Entry from the OMol25 dataset: 2 unconnected molecules or ions with the total composition C5H14N2O at a distorted geometry (ωB97M-V/def2-TZVPD).

**Calculated total energy**: -383.6340 a.u.
**Structure (SMILES)**: C[C@H](N)C/C=C/N.O
**Energy relative to the best compared isomer or geometry (same formula, charge and spin)**: 1.815 eV
**Lowest unoccupied orbital energy**: 0.96 eV
**Highest occupied orbital energy**: -0.310 Eh
**Multiplicity**: 1
**Max |F|**: 2.43 eV/Å

Last column: Löwdin charge in e.
Cartesian coordinates (Å):
C  0.94462  1.70385  2.64581  -0.084
C  0.73676  0.55862  1.66121  -0.463
N  1.60448  0.76431  0.49601  0.027
C  -0.70561  0.54803  1.17604  -0.199
C  -0.99153  -0.47735  0.10899  -0.121
C  -1.57648  -0.16808  -1.04405  -0.218
N  -1.75680  -1.11212  -2.07982  0.014
H  0.44818  1.67200  3.62006  0.075
H  0.64482  2.64029  2.16387  0.078
H  2.00149  1.79684  2.89816  0.068
H  1.06394  -0.40118  2.06639  0.136
H  2.55141  0.96360  0.77840  0.065
H  1.24625  1.43212  -0.18119  0.080
H  -1.30534  0.21866  2.04620  0.119
H  -1.08609  1.53972  0.96652  0.111
H  -0.44336  -1.41815  0.17915  0.119
H  -1.94047  0.83785  -1.23218  0.109
H  -2.30521  -1.92315  -1.84660  0.088
H  -2.03446  -0.71943  -2.96475  0.081
O  1.21434  -1.72710  -2.50832  -0.081
H  1.79995  -1.27243  -1.89349  0.016
H  0.37953  -1.24167  -2.42968  -0.018